Entry 1:
DFT (ωB97M-V/def2-TZVPD) results for a structure of composition C39H27Br2ClN4OPSY in a non-equilibrium geometry.

```
77
Properties=species:S:1:pos:R:3:forces:R:3:mulliken_charge:R:1
Y -0.114902 -0.570487 -0.292256 -0.32 -1.98 0.24 0.96
Cl 1.168251 -1.162988 2.167557 -0.06 -0.21 0.26 -0.35
C 2.706599 -0.325284 2.373212 0.47 0.47 -0.15 0.91
C 3.452587 -0.620633 3.499083 -0.23 -0.20 0.10 -0.62
C 4.625783 0.081382 3.720879 0.05 0.00 0.00 -0.51
C 5.026861 1.076774 2.840142 -0.02 0.05 -0.06 -0.90
C 4.271339 1.344696 1.711432 -0.02 -0.07 0.11 -0.18
C 3.104079 0.627951 1.447139 -0.07 -0.08 -0.27 -0.43
P 2.094367 0.997912 -0.036592 1.33 0.86 0.75 1.10
C 1.545369 2.677283 0.443012 0.02 -0.10 -0.04 1.14
C 0.667295 2.742090 1.526883 0.07 0.00 -0.07 -0.57
C 0.229626 3.964933 2.005213 -0.05 -0.06 0.03 -0.69
C 0.674686 5.136398 1.406834 -0.02 0.05 -0.02 -0.75
C 1.564483 5.078046 0.346227 0.01 0.03 -0.02 -0.70
C 2.005855 3.852492 -0.137692 -0.09 -0.05 -0.05 -0.45
C 3.290275 1.162782 -1.388123 -0.07 -0.19 0.02 0.22
C 2.942465 1.897353 -2.521739 -0.01 -0.12 -0.01 -0.40
C 3.837171 2.002114 -3.575255 -0.06 0.05 -0.03 -0.79
C 5.063086 1.355408 -3.516218 0.01 0.00 -0.03 -0.58
C 5.389736 0.584061 -2.410341 0.05 -0.04 0.01 -0.72
C 4.508250 0.481820 -1.345979 -0.08 0.06 -0.04 -0.56
H 3.118345 -1.381590 4.191749 0.02 0.03 0.01 0.49
H 5.224232 -0.148793 4.591764 -0.03 0.01 0.01 0.42
H 5.925501 1.646721 3.032553 0.01 -0.03 0.01 0.44
H 4.577358 2.119279 1.019447 0.04 0.00 0.00 0.50
H 0.352915 1.827887 2.022072 -0.07 0.00 0.05 0.34
H -0.445971 4.005870 2.850515 0.01 0.00 -0.01 0.49
H 0.336075 6.095330 1.776469 0.01 -0.01 0.01 0.45
H 1.927501 5.991972 -0.105184 0.00 -0.01 -0.01 0.48
H 2.702357 3.824188 -0.963967 0.02 0.03 0.03 0.55
H 1.973867 2.375437 -2.579001 -0.02 0.06 -0.03 0.29
H 3.573108 2.595401 -4.441061 0.02 -0.03 -0.01 0.46
H 5.761857 1.445723 -4.337162 -0.01 -0.01 0.00 0.43
H 6.336857 0.062203 -2.372796 -0.01 0.01 0.00 0.43
H 4.769081 -0.121510 -0.486639 0.05 0.01 -0.01 0.51
Br -0.582662 3.596969 -3.138786 -0.04 0.02 0.07 -0.12
C -1.549700 3.197919 -1.571664 0.26 -0.45 0.00 0.22
C -2.472920 4.131810 -1.086856 -0.22 0.09 0.18 -0.31
C -3.211396 3.853902 0.028721 -0.07 0.21 -0.07 -0.13
Br -4.425501 5.150618 0.673930 0.08 -0.09 -0.06 -0.16
C -3.063519 2.617077 0.700011 0.12 -0.17 0.02 0.35
C -3.795395 2.242639 1.844637 0.09 -0.07 -0.06 -0.86
C -3.546898 1.040135 2.454659 -0.13 0.12 0.05 -1.21
C -2.571631 0.197087 1.923764 0.12 -0.19 0.00 -0.32
N -1.869512 0.493482 0.841707 -0.11 0.38 -0.12 0.49
C -2.105381 1.694162 0.211846 -0.10 0.23 -0.02 -0.16
C -1.318210 1.987895 -0.940724 -0.34 0.88 -0.22 0.91
O -0.392159 1.131562 -1.347242 -0.58 0.85 -0.56 -0.27
H -2.595677 5.076619 -1.597729 0.01 -0.01 -0.02 0.52
H -4.549036 2.917311 2.227299 0.01 -0.01 0.05 0.40
H -4.093771 0.744651 3.338284 0.02 -0.05 -0.01 0.46
H -2.356180 -0.754060 2.398987 0.02 -0.01 -0.02 0.52
N -2.491000 -4.474139 -0.691829 -0.05 0.04 -0.03 -0.03
C -2.324896 -5.430662 0.341033 0.04 -0.23 0.26 -0.04
C -3.104950 -6.572062 0.348988 -0.01 0.04 -0.06 -0.68
C -2.934419 -7.520629 1.350384 -0.03 -0.01 -0.02 -0.67
C -1.991705 -7.321480 2.341693 0.06 0.01 0.05 -0.69
C -1.216032 -6.166418 2.342750 -0.03 -0.02 -0.01 -0.64
C -1.386733 -5.232855 1.340741 -0.03 0.39 -0.16 1.07
S -0.385131 -3.761888 1.344965 0.08 -0.33 0.12 -0.25
N -1.039042 -2.796953 0.083592 -0.26 -0.07 -0.07 -0.26
C -1.930484 -3.257442 -0.742043 0.13 -0.19 0.16 0.86
C -2.328605 -2.395508 -1.888274 -0.10 0.06 -0.35 0.60
C -3.470354 -2.632006 -2.637357 0.07 0.01 0.13 -0.95
C -3.686638 -1.885373 -3.787503 0.02 0.08 -0.05 -0.46
C -2.768848 -0.912954 -4.139757 -0.08 -0.10 0.03 -0.99
C -1.697007 -0.682459 -3.293107 0.04 0.15 -0.02 0.03
N -1.474681 -1.401801 -2.190878 0.01 -0.15 0.05 -0.29
H -3.088534 -4.760335 -1.448070 0.02 0.06 -0.08 0.21
H -3.844897 -6.729207 -0.427788 0.01 0.01 0.00 0.38
H -3.544452 -8.412909 1.348267 0.01 0.00 0.00 0.41
H -1.850603 -8.058768 3.119586 -0.01 0.00 -0.01 0.41
H -0.475640 -6.002098 3.115700 -0.02 -0.01 0.02 0.41
H -4.205512 -3.361597 -2.327084 0.03 -0.03 -0.04 0.44
H -4.561743 -2.065822 -4.397340 0.00 0.00 0.02 0.47
H -2.887726 -0.326277 -5.039071 0.01 0.03 0.02 0.46
H -0.997164 0.119644 -3.490615 0.00 -0.01 0.03 0.49
```
Forces are in eV/Å.

Summary:
HOMO = -12.792 eV
net charge = +2
total energy = -222655.539 eV
strongest force on any atom = 2.0 eV/Å
energy relative to the best compared isomer or geometry (same formula, charge and spin) = 0.231 eV
orbital gap = 6.89 eV

Entry 2:
DFT (ωB97M-V/def2-TZVPD) results for a structure of composition C39H28BrF6N9O7PReS2.

```
94
Properties=species:S:1:pos:R:3:forces:R:3:mulliken_charge:R:1
Re -0.154481 0.976231 -0.685569 0.13 0.17 -0.04 1.50
O 0.346514 1.908627 3.211667 0.02 0.00 0.03 -0.62
C -0.137973 1.797490 2.126849 -0.06 -0.02 0.02 0.21
O 0.564555 1.620998 1.005428 0.00 -0.04 -0.03 -0.26
C -1.584760 1.893348 1.810461 0.01 0.01 -0.01 0.41
C -2.546422 2.279729 2.717473 0.00 0.01 0.00 -1.08
C -3.827767 2.509242 2.245803 0.01 0.00 0.00 -0.58
C -4.072389 2.366591 0.888128 0.00 0.00 0.01 -1.22
C -3.055362 1.945831 0.052906 -0.02 0.00 -0.04 -0.20
N -1.832798 1.677632 0.521593 0.03 0.02 -0.03 0.71
H -2.260629 2.413321 3.751245 0.00 0.00 0.00 0.59
H -4.616855 2.817654 2.917948 0.00 0.00 0.00 0.47
H -5.045869 2.570640 0.465597 0.00 0.00 0.00 0.60
H -3.212705 1.833184 -1.010965 0.00 -0.01 0.01 0.87
C -4.105230 6.096456 -2.014916 0.00 0.00 0.00 -1.22
C -2.978720 5.557420 -1.192149 0.00 0.00 0.01 0.84
C -2.722013 5.997233 0.102825 0.00 0.01 -0.01 -0.76
C -1.666578 5.414518 0.777659 0.00 0.00 0.00 -0.40
N -0.908751 4.461859 0.233361 0.00 0.00 0.00 -0.28
C -1.238431 4.117091 -1.003442 -0.01 0.00 -0.01 0.75
S -0.202135 2.904015 -1.814580 -0.02 -0.04 -0.01 -0.66
N -2.219798 4.605972 -1.744929 0.01 0.00 0.00 -0.49
H -4.364791 7.111062 -1.718489 0.00 0.00 0.00 0.39
H -4.989730 5.469107 -1.883155 0.00 0.00 -0.01 0.27
H -3.837902 6.074560 -3.068783 0.00 0.00 0.00 0.35
H -3.317972 6.774559 0.559795 0.00 0.00 0.00 0.42
H -1.407968 5.715086 1.786959 0.00 0.00 0.00 0.47
O 7.614655 -4.698856 -0.678507 0.05 -0.03 0.05 -0.70
S 6.805078 -3.738130 0.016007 -0.11 0.07 -0.16 1.38
O 6.393562 -2.597655 -0.823608 0.01 0.04 0.03 -0.82
O 7.234870 -3.336975 1.337524 -0.01 0.01 0.03 -0.72
C 5.207032 -4.567065 0.287139 0.07 -0.04 0.04 -0.14
N 5.147034 -5.892836 0.237007 -0.01 0.02 -0.05 -0.50
C 3.938116 -6.431964 0.330026 0.00 0.01 0.03 -0.45
C 2.781500 -5.673765 0.446900 -0.04 -0.03 0.06 -0.63
C 2.970830 -4.307528 0.556000 0.07 -0.04 0.11 0.33
N 4.179340 -3.756381 0.502447 -0.08 0.05 -0.05 -0.16
C 1.894185 -3.291914 0.658040 0.03 0.07 -0.05 1.55
C 2.107413 -2.157846 1.437463 0.00 -0.03 -0.02 -1.18
C 1.323347 -1.049802 1.241402 -0.11 -0.02 0.02 -0.37
N 0.347313 -0.999522 0.307170 0.12 -0.04 0.11 0.16
C 0.058220 -2.139135 -0.334584 -0.01 -0.01 -0.08 -0.31
C 0.781578 -3.304435 -0.165404 0.00 0.02 -0.05 -1.28
H 3.890270 -7.515222 0.305886 0.00 0.00 -0.02 0.42
H 1.804236 -6.134295 0.489460 -0.01 0.02 -0.01 0.47
H 2.954041 -2.108133 2.106909 0.00 0.01 0.01 0.50
H 1.539632 -0.138699 1.774961 0.01 0.02 0.01 0.40
H -0.703835 -2.098055 -1.094216 -0.01 -0.01 0.03 0.22
H 0.551161 -4.153519 -0.794060 0.02 0.00 -0.01 0.44
Br -7.119409 -1.017638 -5.253921 0.00 0.00 0.00 -0.17
C -5.750150 -0.901326 -3.960077 0.00 0.00 0.00 0.12
C -5.958149 -1.456584 -2.704404 0.00 0.00 0.00 -0.68
C -4.954819 -1.365541 -1.758141 0.00 0.01 0.00 -0.61
C -3.757330 -0.725323 -2.069041 0.00 -0.03 -0.02 0.51
C -3.558265 -0.181205 -3.335455 0.01 -0.02 0.00 -0.12
C -4.561083 -0.267430 -4.286459 -0.01 0.00 0.00 -1.04
C -2.730768 -0.627643 -1.007311 0.03 0.02 0.12 0.23
O -2.829542 -1.067246 0.104930 0.00 -0.04 0.00 -0.59
O -1.633765 0.065855 -1.419049 -0.10 -0.03 -0.10 1.15
H -6.890916 -1.952852 -2.477714 0.00 0.00 0.00 0.45
H -5.085734 -1.788839 -0.771233 0.00 0.00 0.00 0.50
H -2.616589 0.285521 -3.588079 0.01 0.01 0.00 0.34
H -4.416075 0.143523 -5.275277 0.00 0.00 0.00 0.49
N 7.018021 -0.018299 -0.223246 0.04 -0.07 0.11 0.31
C 8.276462 0.399880 0.111636 0.01 -0.02 -0.04 0.94
C 9.467602 -0.304735 0.304596 -0.01 -0.01 0.00 -0.82
C 10.571707 0.444616 0.636673 -0.01 0.00 0.00 -0.47
C 10.505243 1.848670 0.775832 0.00 0.00 -0.01 -0.44
C 9.329886 2.536966 0.590620 0.00 0.01 0.01 -0.80
C 8.189344 1.795210 0.256036 -0.03 0.00 -0.02 0.20
N 6.896354 2.207451 0.030505 0.03 0.01 0.05 -0.69
C 6.245892 1.096324 -0.243083 -0.03 0.05 -0.06 0.04
C 4.815939 1.067769 -0.515164 0.00 0.02 0.00 0.97
C 4.146192 -0.077655 -0.938737 0.02 -0.02 0.03 -0.83
C 2.778753 -0.033854 -1.093316 -0.01 -0.02 -0.06 -0.62
N 2.047126 1.064788 -0.837404 -0.10 0.02 0.06 0.46
C 2.702598 2.188830 -0.472977 0.00 0.00 0.01 -0.27
C 4.061381 2.228702 -0.320908 0.00 0.01 -0.05 -0.98
H 6.731064 -1.003780 -0.373732 0.06 -0.06 -0.05 -0.06
H 9.505547 -1.381672 0.207779 0.00 0.01 0.01 0.42
H 11.519237 -0.052395 0.799022 0.00 0.00 0.00 0.40
H 11.405896 2.389165 1.037170 0.00 0.00 0.00 0.37
H 9.274773 3.612022 0.698937 0.00 0.00 0.00 0.43
H 4.666520 -1.014131 -1.110580 -0.02 -0.01 -0.01 0.60
H 2.246444 -0.911306 -1.418912 -0.01 -0.02 0.00 0.49
H 2.100009 3.062186 -0.275583 0.00 -0.01 0.00 0.36
H 4.555775 3.143202 -0.027667 0.00 0.00 0.02 0.57
F 0.452197 0.139737 -2.517158 0.12 -0.11 0.17 -0.72
P 0.483223 -1.125639 -3.998218 -0.05 0.01 -0.12 1.54
F -0.393324 -0.013479 -4.718227 -0.01 0.00 0.02 -0.36
F -0.853217 -1.726223 -3.353972 -0.03 0.03 0.00 -0.34
F 1.802945 -0.349748 -4.374701 -0.02 0.02 0.01 -0.36
F 0.512485 -2.114696 -5.203771 -0.01 -0.01 -0.02 -0.30
F 1.319119 -2.059292 -3.011419 0.01 0.04 0.01 -0.27
```
Forces are in eV/Å.

Summary:
HOMO (alpha / beta) = -7.865 / -7.865 eV
net charge = 0
total energy = -188086.490 eV
strongest force on any atom = 0.2 eV/Å
energy relative to the best compared isomer or geometry (same formula, charge and spin) = 0.051 eV
orbital gap (alpha / beta) = 4.63 / 4.63 eV

Entry 3:
DFT (ωB97M-V/def2-TZVPD) results for a structure of composition C39H28ClIN3PRh in a non-equilibrium geometry.

```
74
Properties=species:S:1:pos:R:3:forces:R:3:mulliken_spin:R:1
Rh 0.591283 -0.708403 0.165381 -1.78 1.42 -1.06 1.40
C -0.581203 -1.639133 4.004434 0.00 -0.23 0.73 0.02
C 0.642965 -1.867883 4.633579 0.27 -0.21 -0.12 0.00
C 1.857312 -1.499466 4.012768 -0.31 -0.36 0.93 0.01
C 1.854390 -1.002886 2.725886 -1.12 0.87 -0.92 0.04
C 0.582764 -0.766396 2.122436 0.93 -0.73 -0.03 -0.11
C -0.599987 -1.090035 2.728750 0.26 0.38 1.04 -0.13
C 2.955337 -0.880407 1.739215 0.31 -0.31 -0.70 0.08
C 4.356048 -0.778466 1.927998 -0.18 -0.17 -0.42 0.00
C 5.191523 -0.722719 0.817493 -0.43 0.51 0.30 0.04
C 4.679846 -0.822664 -0.500383 -0.80 -0.62 -0.19 -0.01
C 5.403370 -0.744136 -1.718699 -0.56 -0.88 -0.32 0.02
C 4.918370 -1.386149 -2.844852 -0.20 0.85 0.06 -0.01
C 3.671891 -2.053630 -2.835815 -0.09 -0.14 0.40 0.02
C 2.898503 -2.011146 -1.691837 0.40 0.46 -0.88 0.00
C 3.338359 -1.279507 -0.585690 0.67 0.63 0.67 0.05
N 2.494611 -1.028737 0.477788 2.53 -0.77 0.55 0.08
H -1.531893 -1.908094 4.498543 0.69 0.05 -0.30 0.00
H 0.691919 -2.445406 5.568510 -0.08 0.65 -0.35 0.00
H 2.761672 -1.666477 4.589924 0.11 -0.08 -0.32 0.00
H -1.525338 -0.900229 2.239776 -0.52 -0.19 -0.36 0.03
H 4.705837 -0.763828 2.945943 0.37 0.02 0.04 0.00
H 6.271430 -0.680636 0.878446 0.01 0.27 0.46 0.00
H 6.296765 -0.162028 -1.782878 0.68 -0.05 0.14 0.00
H 5.455500 -1.293536 -3.778803 0.11 -0.10 0.04 0.00
H 3.293771 -2.578538 -3.726080 0.39 0.19 0.54 0.00
H 1.990074 -2.556870 -1.615705 -0.72 -0.19 -0.09 0.00
Cl -0.440534 -1.056500 -2.233961 -0.11 0.06 -0.15 0.03
C -0.162623 0.513777 -2.924661 0.38 1.07 -1.01 -0.01
C -0.049752 0.614349 -4.315411 -0.06 0.13 -0.28 0.00
C 0.316668 1.829951 -4.909475 -0.32 -0.18 0.49 0.01
C 0.505717 2.954524 -4.107665 0.25 0.24 -0.06 0.00
C 0.356395 2.889942 -2.737639 -0.89 -1.06 0.80 0.00
C -0.006136 1.656751 -2.120967 0.30 0.37 -1.41 -0.03
P -0.328032 1.460908 -0.401254 -0.03 -0.72 1.54 0.13
C -2.090232 1.370848 -0.129437 -0.25 0.30 0.77 0.26
C -2.576943 1.070169 1.185212 -0.36 -0.66 -0.09 0.04
C -3.805238 0.508456 1.364076 1.16 -0.50 0.98 0.24
C -4.721090 0.129138 0.294599 -1.31 0.68 -1.26 0.06
C -4.326146 0.942231 -0.934399 -0.48 -0.16 -0.20 0.40
C -3.059410 1.422463 -1.131207 -0.21 0.25 -1.34 -0.10
C 0.435695 2.751746 0.585887 -0.17 0.07 -0.06 -0.02
C 1.828478 2.750016 0.676029 0.25 -0.24 -0.02 0.05
C 2.429301 3.475699 1.693217 0.91 -0.44 0.28 0.00
C 1.669409 4.187852 2.608995 0.28 0.35 0.56 0.02
C 0.291775 4.308749 2.415090 0.43 -0.11 0.03 0.00
C -0.333560 3.559184 1.431377 -0.55 0.14 -0.50 0.04
H -0.290477 -0.230968 -4.964324 0.28 0.10 0.38 0.00
H 0.414818 1.905239 -5.993293 -0.05 -0.09 0.35 0.00
H 0.757941 3.923545 -4.520740 0.02 -0.16 -0.26 0.00
H 0.408149 3.786973 -2.118190 0.18 -0.27 -0.18 0.00
H -1.932136 1.171326 2.043883 0.11 0.14 0.08 0.03
H -4.042695 0.102211 2.337960 -0.05 0.40 0.32 0.01
H -5.780145 0.419336 0.588931 1.13 -0.05 -0.38 0.03
H -5.104029 1.130777 -1.684804 0.71 0.08 0.56 -0.02
H -2.780350 1.892879 -2.098881 -0.41 -0.39 0.63 0.01
H 2.453697 2.128049 0.008171 -0.47 0.36 0.36 0.00
H 3.519899 3.394032 1.846553 -0.69 0.14 -0.20 0.00
H 2.188977 4.615899 3.499842 -0.68 -0.10 -0.97 0.00
H -0.280988 4.980344 3.025792 -0.21 0.02 0.31 0.00
H -1.433027 3.617509 1.281449 0.91 -0.08 0.24 -0.01
N 0.178606 -3.805512 0.030237 0.57 3.62 0.74 0.12
C 0.315819 -2.639127 0.233431 -1.41 -4.90 -0.60 0.13
I -5.866625 -1.039034 -2.828472 -0.92 -0.14 -0.62 0.04
C -4.940633 -2.010422 -1.279919 -0.02 -0.28 -0.43 0.33
C -4.875378 -1.492612 0.101472 -0.21 0.39 0.89 0.02
C -3.842930 -2.300709 0.855421 -0.27 0.34 -0.55 0.35
C -3.185336 -3.330072 0.245136 0.77 0.01 2.11 -0.07
N -3.480337 -3.871019 -0.926748 -0.42 -0.25 -0.90 0.38
C -4.412957 -3.221163 -1.639167 0.29 0.01 -0.44 -0.11
H -5.891133 -1.682701 0.565000 0.76 -0.01 -0.28 0.13
H -3.667237 -2.080662 1.901926 0.12 0.01 -0.15 -0.02
H -2.365017 -3.807778 0.790978 -0.31 0.05 -0.15 -0.01
H -4.665317 -3.659189 -2.606161 0.11 0.15 0.20 0.00
```
Forces are in eV/Å.

Summary:
HOMO (alpha / beta) = -9.530 / -10.895 eV
net charge = +1
total energy = -78275.393 eV
multiplicity = 5
strongest force on any atom = 5.1 eV/Å
energy relative to the best compared isomer or geometry (same formula, charge and spin) = 0.824 eV
orbital gap (alpha / beta) = 5.97 / 5.56 eV
<S²> = 6.097

- Among the records above, which one has the highest strongest force on any atom?
  C39H28ClIN3PRh